Formula: C5H30N2O8
Source: the Open Molecules 2025 dataset
Level of theory: the ωB97M-V functional and the def2-TZVPD basis

Last column: natural (NBO) charge in e.
Cartesian coordinates (Å):
C: -1.616 0.869 4.100  -0.6332
C: -0.095 0.760 3.660  -0.2064
N: 0.000 -0.151 2.499  -0.5004
C: -0.472 -1.539 2.799  -0.4235
C: 1.305 -0.055 1.826  -0.2561
C: 1.304 -0.351 0.277  -0.2459
N: 2.656 0.241 -0.111  -0.8962
H: -2.336 0.678 3.208  0.2163
H: -1.906 1.823 4.593  0.2202
H: -1.698 0.021 4.900  0.1974
H: 0.043 1.906 3.122  0.1938
H: 0.566 0.576 4.537  0.1838
H: -0.040 -1.916 3.651  0.1794
H: -1.646 -1.394 2.792  0.2018
H: -0.296 -2.238 2.003  0.1963
H: 2.241 -0.738 2.057  0.2118
H: 1.657 1.047 1.996  0.2184
H: 0.578 0.340 -0.144  0.1902
H: 1.139 -1.387 -0.021  0.1744
H: 2.854 0.697 -0.983  0.3988
H: 3.465 -0.355 -0.109  0.3635
O: -1.899 -0.681 -0.575  -0.9750
H: -1.757 -1.493 -1.076  0.4913
H: -1.247 -0.800 0.208  0.5201
O: -2.930 1.256 -1.821  -0.9870
H: -3.873 1.323 -1.605  0.4921
H: -2.657 0.385 -1.459  0.4988
O: 2.529 0.825 -3.059  -0.9820
H: 2.606 1.402 -3.904  0.4652
H: 1.493 0.619 -3.104  0.5050
O: -0.187 -3.940 -0.884  -0.9524
H: 0.584 -4.224 -0.393  0.4781
H: -0.592 -4.715 -1.259  0.4759
O: 4.204 -1.502 1.756  -0.9608
H: 4.852 -0.748 1.965  0.5033
H: 4.362 -2.313 2.046  0.4704
O: -0.104 1.372 -2.699  -0.9758
H: -0.158 2.372 -2.816  0.5025
H: -0.871 1.268 -2.102  0.4906
O: -2.091 3.575 -1.121  -0.9589
H: -1.962 2.584 -1.417  0.4683
H: -2.221 3.285 -0.248  0.4505
O: -2.125 -0.350 -4.262  -0.9355
H: -2.095 -1.234 -4.026  0.4513
H: -1.400 0.063 -3.782  0.4798

Properties
Charge ... 0
SMILES string ... CCN(C)CCN.O.O.O.O.O.O.O.O
Lowest unoccupied orbital energy ... 0.068 eV
Highest occupied orbital energy ... -8.24 eV
HOMO-LUMO gap ... 0.30514 hartree
E ... -25028.1696 eV


Formula: C21H19Cl3N4O6S3Zn
Source: the Open Molecules 2025 dataset
Level of theory: the ωB97M-V functional and the def2-TZVPD basis

Last column: natural (NBO) charge in e.
Cartesian coordinates (Å):
Zn: 0.695 -0.043 -1.207  1.6406
C: 5.726 2.677 -2.338  -0.7266
C: 3.327 0.246 -1.650  1.0204
O: 2.414 0.625 -2.310  -0.7185
C: 2.741 0.456 1.145  0.0527
C: 1.943 -0.612 1.408  0.0722
C: 2.030 -1.457 2.634  -0.6343
N: 0.958 -0.868 0.484  -0.7314
N: 0.143 -1.942 0.644  -0.3345
C: -0.620 -2.173 -0.389  0.3878
O: -0.576 -1.475 -1.532  -0.9933
C: -1.549 -3.307 -0.336  0.0217
C: -1.704 -4.083 0.823  -0.2130
C: -2.579 -5.153 0.850  -0.2338
C: -3.335 -5.486 -0.274  -0.2695
C: -3.194 -4.721 -1.423  -0.2269
C: -2.315 -3.647 -1.456  -0.2396
H: 5.470 3.613 -2.830  0.2236
H: 5.785 1.900 -3.104  0.2133
H: 6.677 2.686 -1.811  0.2249
H: 3.486 0.824 1.848  0.1419
H: 2.871 -1.135 3.252  0.1965
H: 2.166 -2.511 2.375  0.2015
H: 1.111 -1.393 3.223  0.2047
H: -1.120 -3.815 1.693  0.2303
H: -2.682 -5.735 1.759  0.1903
H: -4.024 -6.322 -0.247  0.1882
H: -3.778 -4.960 -2.306  0.1911
H: -2.204 -3.047 -2.349  0.2263
Cl: -3.246 0.873 -4.098  -0.0817
C: -2.218 0.922 -2.643  -0.3901
Cl: -0.543 1.349 -3.090  -0.0516
H: -2.165 -0.062 -2.185  0.2712
H: -2.598 1.698 -1.994  0.2723
S: -5.188 6.150 1.251  -0.3262
C: -4.223 4.870 0.757  -0.1032
S: -2.872 4.290 1.671  0.3942
C: -2.468 3.092 0.443  -0.1259
N: -3.312 3.165 -0.568  -0.4146
N: -4.287 4.136 -0.359  -0.2730
C: -5.205 4.302 -1.435  0.2376
C: -6.548 4.570 -1.208  -0.2337
C: -7.409 4.698 -2.289  -0.2179
C: -6.943 4.551 -3.586  -0.2376
C: -5.602 4.264 -3.801  -0.2008
C: -4.731 4.137 -2.732  -0.2329
S: -1.106 2.086 0.565  -0.3207
H: -6.909 4.680 -0.198  0.2433
H: -8.457 4.905 -2.107  0.2004
H: -7.622 4.648 -4.424  0.1977
H: -5.224 4.124 -4.807  0.2068
H: -3.693 3.888 -2.888  0.2433
O: 3.700 3.720 -1.140  -0.8176
Cl: 4.426 2.460 -1.016  1.7081
O: 5.299 2.431 0.165  -0.8336
O: 4.209 -0.429 -1.314  -0.5533
O: 2.626 1.171 -0.004  -0.8673

Properties
Charge ... -2
Lowest unoccupied orbital energy ... 4.150 eV
Highest occupied orbital energy ... -0.33 eV
HOMO-LUMO gap ... 0.16454 hartree
E ... -158817.1568 eV


Formula: C4H4CuLiO5
Source: the Open Molecules 2025 dataset
Level of theory: the ωB97M-V functional and the def2-TZVPD basis

Last column: Löwdin spin population.
Cartesian coordinates (Å):
O: -0.937 0.559 1.857  0.2530
O: 0.721 0.072 0.479  0.0608
C: 1.132 0.702 -0.755  0.0571
C: 2.371 1.535 -0.438  0.1128
O: 2.156 2.415 0.593  0.7787
C: -0.592 -0.016 0.811  0.3503
H: 1.317 -0.088 -1.498  0.0030
H: 0.326 1.356 -1.120  0.0017
H: 2.650 2.029 -1.398  0.0090
H: 3.200 0.820 -0.221  0.0631
O: -1.377 -1.825 -0.534  0.0735
O: -2.432 0.108 -0.719  0.0819
C: -1.502 -0.595 -0.173  0.1368
Li: 1.074 1.739 1.860  0.0075
Cu: -2.804 -1.455 -1.650  0.0107

Properties
Charge ... 0
<S²> ... 2.008
Spin multiplicity ... 3
Lowest unoccupied orbital energy (alpha / beta) ... -0.280 / -3.999 eV
Highest occupied orbital energy (alpha / beta) ... -4.51 / -7.38 eV
HOMO-LUMO gap (alpha / beta) ... 0.15555 / 0.12437 hartree
E ... -59290.2106 eV


- Which value of charge does entry 3 give?
  0


- charge of number 3 (C4H4CuLiO5)?
  0


- The highest E belongs to which entry?
  C5H30N2O8


- Number 1 is which compound?
  C5H30N2O8